No. 1
Formula: C13H21BN6OTi
Source: OMol25
Level of theory: the ωB97M-V functional and the def2-TZVPD basis

```
43
C13H21BN6OTi, DFT the ωB97M-V functional and the def2-TZVPD basis
H 1.203 3.411 0.377
N 0.768 1.716 -0.798
B -0.030 0.284 -2.824
N 0.336 1.599 -2.124
C 0.519 2.781 -2.745
Ti 1.992 0.535 0.504
H 0.432 2.860 -3.845
C 0.910 3.735 -1.817
H 1.173 4.774 -2.020
C 0.972 3.045 -0.599
H 0.124 0.421 -4.015
C -2.775 -2.830 2.376
H -2.011 -3.517 2.803
H -2.281 -1.870 2.121
H -3.160 -3.282 1.435
N -1.564 -0.142 -2.564
N 0.944 -0.797 -2.322
N -2.016 -0.367 -1.333
N 1.427 -0.880 -1.013
C -2.586 -0.338 -3.415
C 1.653 -1.635 -3.101
H -2.440 -0.216 -4.501
H 1.577 -1.574 -4.208
C -3.687 -0.679 -2.664
C 2.479 -2.389 -2.310
C -3.276 -0.684 -1.317
C 2.262 -1.951 -1.014
H -4.700 -0.909 -2.962
H 3.215 -3.152 -2.655
H -3.748 -0.877 -0.366
H 2.695 -2.281 -0.086
H -3.539 -2.685 3.046
C 2.445 0.950 4.113
C 1.200 0.240 3.634
C -0.065 0.838 4.214
O 1.176 0.247 2.072
H 2.447 2.011 3.823
H 3.368 0.475 3.747
H 2.477 0.925 5.218
H 1.262 -0.801 3.991
H -0.212 1.864 3.845
H -0.957 0.236 3.986
H -0.007 0.911 5.314
```

As for the total charge: +2. Its HOMO energy (spin up / spin down) is -13.48 / -13.46 eV. The HOMO-LUMO gap (spin up / spin down) is 2.58 / 2.51 eV.

=====

No. 2
Formula: C3H12NO2
Source: OMol25
Level of theory: the ωB97M-V functional and the def2-TZVPD basis

```
18
C3H12NO2, DFT the ωB97M-V functional and the def2-TZVPD basis
C 0.375 0.721 0.078
O 1.744 0.873 -0.194
C -0.520 1.696 -0.657
C -1.869 1.056 -1.055
N 0.230 1.872 -2.026
H 0.172 0.915 1.143
H 0.030 -0.305 -0.110
H 2.247 0.152 0.182
H -0.657 2.709 -0.278
H -1.573 0.135 -1.571
H -2.430 0.850 -0.148
H -2.412 1.655 -1.775
H 0.150 1.008 -2.558
H 1.225 1.940 -1.762
H -0.052 2.672 -2.568
H -0.228 -6.173 3.524
H -0.657 -4.797 3.831
O 0.111 -5.284 3.525
```

As for the total charge: +1. Its HOMO energy is -13.42 eV. The HOMO-LUMO gap is 10.05 eV. The calculation puts the energy relative to the best compared isomer or geometry (same formula, charge and spin) at 23.9 kcal/mol.

=====

No. 3
Formula: CHOP
Source: OMol25
Level of theory: the ωB97M-V functional and the def2-TZVPD basis

```
4
CHOP, DFT the ωB97M-V functional and the def2-TZVPD basis
C -0.209 -0.019 0.054
O 0.373 1.141 0.073
P 1.324 -0.651 0.030
H -1.489 -0.471 -0.157
```

Its HOMO energy is -8.33 eV. The HOMO-LUMO gap is 7.68 eV. The calculation puts the energy relative to the best compared isomer or geometry (same formula, charge and spin) at 62.3 kcal/mol.

=====

No. 4
Formula: C36H34N5O10STi
Source: OMol25
Level of theory: the ωB97M-V functional and the def2-TZVPD basis

```
87
C36H34N5O10STi, DFT the ωB97M-V functional and the def2-TZVPD basis
Ti 0.800 0.190 -0.333
C 3.773 -0.347 0.474
C 3.118 0.352 1.675
N 2.050 1.297 1.275
C 2.545 2.689 1.183
C 3.715 2.912 0.238
S 3.346 2.701 -1.527
C 4.372 1.291 -1.995
C 3.683 -0.068 -1.980
N 2.924 -0.381 -0.748
H 4.708 0.146 0.220
H 4.025 -1.370 0.756
H 2.667 -0.384 2.332
H 3.886 0.878 2.250
H 1.377 1.276 2.041
H 1.713 3.323 0.882
H 2.868 3.008 2.181
H 4.031 3.947 0.369
H 4.575 2.297 0.502
H 4.690 1.483 -3.021
H 5.281 1.301 -1.394
H 2.986 -0.131 -2.815
H 4.445 -0.840 -2.137
H 2.641 -1.361 -0.838
O -0.878 0.215 0.581
C -2.028 -0.235 -0.119
C -1.537 -0.655 -1.535
O -2.230 -0.938 -2.463
O -0.188 -0.740 -1.576
C -2.550 -1.492 0.594
C -3.242 -1.365 1.796
C -3.625 -2.487 2.514
C -3.346 -3.757 2.028
C -2.672 -3.893 0.824
C -2.266 -2.769 0.119
C -3.063 0.890 -0.157
C -3.105 1.782 0.913
C -4.027 2.815 0.942
C -4.921 2.979 -0.106
C -4.887 2.095 -1.171
C -3.970 1.052 -1.198
H -0.497 -0.072 2.164
H -3.489 -0.383 2.178
H -4.151 -2.367 3.452
H -3.654 -4.633 2.584
H -2.456 -4.878 0.429
H -1.741 -2.907 -0.819
H -2.398 1.677 1.726
H -4.042 3.496 1.784
H -5.638 3.790 -0.091
H -5.578 2.211 -1.996
H -3.962 0.368 -2.033
C 0.419 3.054 -5.338
C 0.811 1.773 -4.899
C 0.714 1.435 -3.579
C 0.231 2.349 -2.607
C 0.170 2.033 -1.209
C -0.368 2.976 -0.369
C -0.801 4.244 -0.817
C -0.697 4.567 -2.136
C -0.181 3.627 -3.063
C -0.074 3.953 -4.438
H 0.495 3.314 -6.386
H 1.170 1.046 -5.617
H 0.968 0.428 -3.277
H -0.493 2.750 0.685
H -1.224 4.947 -0.110
H -1.021 5.535 -2.499
H -0.395 4.936 -4.762
O -0.326 -7.120 2.914
N -0.493 -6.061 3.488
O -1.023 -5.936 4.574
C -0.029 -4.844 2.815
C -0.185 -3.626 3.448
C 0.207 -2.459 2.814
C 0.791 -2.479 1.496
O 1.149 -1.414 0.864
C 0.926 -3.779 0.932
C 0.512 -4.942 1.562
N 1.491 -3.995 -0.400
O 1.174 -5.007 -0.983
O 2.277 -3.185 -0.876
N 0.001 -1.290 3.570
O 0.071 -0.049 2.987
O -0.340 -1.318 4.762
H -0.625 -3.569 4.431
H 0.618 -5.898 1.074
```

Its multiplicity is 2. Its HOMO energy (spin up / spin down) is -7.69 / -8.19 eV. The HOMO-LUMO gap (spin up / spin down) is 6.76 / 7.31 eV. The calculation puts the energy relative to the best compared isomer or geometry (same formula, charge and spin) at 16.0 kcal/mol.

=====

No. 5
Formula: C4H10N2O2
Source: OMol25
Level of theory: the ωB97M-V functional and the def2-TZVPD basis

```
18
C4H10N2O2, DFT the ωB97M-V functional and the def2-TZVPD basis
C -0.780 0.608 1.151
C -1.774 -0.439 -1.156
C 1.083 -1.050 1.295
C 0.439 0.180 0.732
N -0.806 -0.086 -1.942
O 2.235 0.254 -0.755
O -1.320 1.823 0.806
N 0.982 0.828 -0.358
H 2.831 1.009 -0.779
H -0.698 2.266 0.211
H -1.309 0.131 1.960
H 0.198 0.580 -1.289
H -0.309 -0.874 -2.351
H -2.094 -1.472 -1.035
H -2.443 0.332 -0.787
H 1.212 -1.809 0.517
H 0.475 -1.465 2.098
H 2.077 -0.817 1.682
```

Its HOMO energy is -7.52 eV. The HOMO-LUMO gap is 8.43 eV. The calculation puts the energy relative to the best compared isomer or geometry (same formula, charge and spin) at 122.2 kcal/mol.

=====

No. 6
Formula: CH4IOP
Source: OMol25
Level of theory: the ωB97M-V functional and the def2-TZVPD basis

```
8
CH4IOP, DFT the ωB97M-V functional and the def2-TZVPD basis
C 0.269 -1.185 -0.232
O -0.346 -0.071 0.381
P 0.306 1.415 0.570
I -0.709 2.675 -1.247
H 1.121 -0.914 -0.854
H -0.491 -1.672 -0.846
H 0.595 -1.872 0.552
H -0.745 1.625 1.676
```

As for the SMILES: COPI. Its HOMO energy is -9.03 eV. The HOMO-LUMO gap is 9.29 eV. The calculation puts the energy relative to the best compared isomer or geometry (same formula, charge and spin) at 0.0 kcal/mol.

=====

No. 7
Formula: C19H35ClNO6S2
Source: OMol25
Level of theory: the ωB97M-V functional and the def2-TZVPD basis

```
64
C19H35ClNO6S2, DFT the ωB97M-V functional and the def2-TZVPD basis
O -2.379 -1.258 7.085
C -1.957 -1.034 5.980
O -1.342 0.155 5.613
C -1.492 0.277 4.247
O -1.457 1.324 3.644
C -1.735 -1.100 3.728
C -1.635 -1.438 2.286
C -0.411 -0.805 1.612
C -0.042 -1.591 0.333
C 1.293 -2.328 0.431
S 1.125 -3.845 1.341
O 0.637 -4.822 0.425
O 0.381 -3.641 2.541
Cl 3.035 -4.287 1.869
C -2.007 -1.900 4.751
C -2.284 -3.350 4.808
C -3.751 -3.695 4.622
C -3.929 -5.224 4.571
S -3.795 -6.033 6.199
H -2.519 -1.032 1.801
H -1.649 -2.511 2.167
H 0.445 -0.718 2.269
H -0.706 0.187 1.301
H -0.851 -2.243 0.029
H 0.106 -0.871 -0.465
H 2.027 -1.667 0.869
H 1.629 -2.609 -0.558
H -1.687 -3.855 4.057
H -1.977 -3.698 5.786
H -4.361 -3.327 5.437
H -4.135 -3.319 3.678
H -4.883 -5.501 4.154
H -3.114 -5.619 3.980
H -2.537 -5.731 6.540
C 3.832 2.260 -3.104
C 2.879 3.340 -3.569
N 1.835 2.891 -4.567
C 2.548 2.404 -5.795
C 1.033 4.088 -5.031
C 0.162 4.794 -4.004
C 0.975 1.733 -4.107
C 0.235 1.839 -2.785
O 1.129 1.997 -1.709
C 0.609 2.727 -0.596
H 4.467 1.892 -3.909
H 4.492 2.690 -2.353
H 3.324 1.418 -2.644
H 3.436 4.132 -4.071
H 2.361 3.787 -2.729
H 3.214 3.188 -6.141
H 1.805 2.176 -6.555
H 3.109 1.509 -5.553
H 0.417 3.739 -5.858
H 1.769 4.785 -5.427
H -0.799 4.303 -3.882
H -0.058 5.793 -4.377
H 0.636 4.910 -3.032
H 1.642 0.874 -4.068
H 0.255 1.570 -4.908
H -0.304 0.891 -2.662
H -0.518 2.624 -2.802
H -0.476 2.821 -0.632
H 1.057 3.726 -0.578
H 0.890 2.210 0.319
```

As for the total charge: +1. Its HOMO energy is -10.25 eV. The HOMO-LUMO gap is 7.65 eV. The calculation puts the energy relative to the best compared isomer or geometry (same formula, charge and spin) at 0.0 kcal/mol.